(1)
{"formula": "C2H2N2O2", "method": "ωB97M-V/def2-TZVPD", "multiplicity": 3, "gap_ha": [0.2282, 0.2633], "homo_energy_ev": [-5.52, -10.17], "e_tot_ev": -9173.3458, "symbols": ["C", "C", "N", "N", "O", "O", "H", "H"], "xyz": [[-3.137772, -0.626996, -0.212371], [2.906910, -0.015785, -0.026360], [-2.176305, 0.057722, -0.363617], [2.278473, 0.901039, 0.425174], [3.369752, -0.955112, -0.511309], [-1.299971, 0.809687, -0.279078], [-3.701245, -1.507873, -0.246232], [1.760158, 1.337320, 1.213792]], "forces_ev_per_angstrom": [[-5.292, 0.782, 2.977], [-2.265, 1.129, 1.658], [1.272, -3.835, -2.726], [-0.100, 0.760, 0.470], [1.187, -0.815, -0.806], [3.743, 4.738, 0.855], [0.288, -1.687, -1.098], [1.167, -1.073, -1.330]]}

***

(2)
{"formula": "C41H62Cl14N4O4S", "method": "ωB97M-V/def2-TZVPD", "gap_ha": 0.2007, "homo_energy_ev": -7.20, "e_tot_ev": -243798.0754, "symbols": ["H", "N", "C", "N", "N", "C", "C", "C", "C", "C", "C", "C", "C", "C", "C", "S", "C", "O", "C", "C", "C", "C", "C", "N", "C", "C", "C", "C", "C", "C", "C", "O", "C", "C", "O", "C", "O", "H", "H", "H", "H", "H", "H", "H", "H", "H", "H", "H", "H", "H", "H", "H", "H", "H", "H", "H", "H", "H", "H", "H", "H", "H", "H", "H", "H", "H", "H", "H", "H", "H", "Cl", "C", "C", "Cl", "H", "H", "H", "H", "Cl", "C", "C", "Cl", "H", "H", "H", "H", "Cl", "C", "C", "Cl", "H", "H", "H", "H", "Cl", "C", "C", "Cl", "H", "H", "H", "H", "Cl", "C", "C", "Cl", "H", "H", "H", "H", "Cl", "C", "C", "Cl", "H", "H", "H", "H", "Cl", "C", "C", "Cl", "H", "H", "H", "H"], "xyz": [[6.147717, -0.520454, -0.184468], [6.033149, 0.212744, 0.578398], [4.952219, 1.029094, 0.223018], [4.286582, 0.651341, -1.112177], [4.523859, 2.213334, 1.082800], [3.968731, 1.739865, 2.434989], [2.598921, 2.585738, 2.882472], [1.325380, 1.665569, 2.413063], [-0.150430, 2.288357, 2.761174], [-1.242084, 1.447575, 1.814366], [-0.918289, -0.081673, 1.251422], [-1.969639, -0.927220, 0.273560], [-3.428418, -0.296107, -0.152602], [-3.778626, 1.214059, 0.394824], [-2.704410, 2.080613, 1.338347], [-3.193513, 3.827936, 1.871701], [-4.401165, -1.236273, -1.088007], [-5.664246, -0.775838, -1.308399], [-3.858477, -2.689408, -1.713771], [-4.895265, -3.462652, -2.719664], [-4.465589, -3.470239, -4.299568], [-3.134025, -2.591106, -4.670576], [-3.349732, -0.960484, -4.642402], [-1.951829, -0.334967, -4.538602], [-0.661103, -0.693780, -5.244566], [0.676277, 0.226244, -4.866534], [0.049850, 1.284754, -3.775759], [-1.540716, 0.841940, -3.629729], [-2.500703, -3.230328, -1.306058], [-1.952356, -4.668598, -1.917399], [-1.463068, -5.740708, -0.776441], [0.010511, -5.935861, -0.961172], [0.696972, -5.951050, 0.340142], [2.044698, -5.011093, 0.622715], [0.268400, -6.719700, 1.372461], [-1.523624, -2.422818, -0.264584], [-0.333304, -2.881251, 0.187221], [3.946367, -0.340645, -1.075470], [5.031662, 0.635187, -1.865738], [5.428171, 2.698293, 1.343512], [4.778705, 1.697755, 3.279818], [3.611045, 0.617768, 2.242208], [2.644886, 3.614291, 2.313409], [2.643309, 2.673079, 4.048878], [1.405569, 0.570179, 2.878093], [1.409517, 1.535198, 1.229361], [-0.416193, 2.162667, 3.913762], [-0.265942, 3.440263, 2.535013], [0.087382, -0.669188, 1.512141], [-4.798325, 1.735848, 0.093837], [-3.423713, 3.813990, 3.255997], [-4.933758, -4.596492, -2.348138], [-6.005998, -3.060412, -2.556870], [-5.406571, -3.051275, -4.902638], [-4.310532, -4.615062, -4.599483], [-2.175316, -2.845877, -4.049161], [-2.865368, -2.860558, -5.802311], [-4.021166, -0.566781, -3.769133], [-3.777495, -0.633128, -5.707209], [-0.493099, -1.530897, -6.044843], [1.776742, 0.145822, -5.256419], [0.662010, 2.125693, -3.227267], [-2.252842, 1.407157, -2.892477], [-2.697755, -5.180729, -2.667679], [-0.989194, -4.391090, -2.565199], [-1.969532, -6.783838, -1.059890], [-1.742934, -5.412616, 0.312506], [2.303684, -4.306211, -0.290568], [1.773892, -4.321513, 1.557505], [2.981526, -5.638022, 0.944856], [-3.194118, 4.571605, 5.528569], [-1.944404, 5.821950, 5.310915], [-2.441441, 7.204341, 5.703258], [-3.674141, 7.821102, 4.574805], [-1.613565, 5.793642, 4.268131], [-1.098708, 5.537884, 5.944219], [-1.611153, 7.917284, 5.684628], [-2.870456, 7.208207, 6.709971], [7.022917, 4.546317, 1.268586], [8.426544, 4.303644, 2.337913], [8.800578, 2.835729, 2.469481], [7.577820, 1.908656, 3.374327], [8.193879, 4.748897, 3.310164], [9.259229, 4.861052, 1.898707], [9.741437, 2.739558, 3.020434], [8.929610, 2.362932, 1.491037], [-7.987129, 9.435703, 3.356483], [-6.923317, 9.391115, 4.784360], [-7.698492, 9.150111, 6.070053], [-8.721795, 10.540604, 6.509066], [-6.364395, 10.331283, 4.821029], [-6.210277, 8.577249, 4.622600], [-7.002543, 8.995355, 6.900546], [-8.340037, 8.266760, 5.994884], [8.207120, 0.357982, -2.763291], [9.610748, 0.115309, -1.693965], [9.984782, -1.352605, -1.562396], [8.762024, -2.279679, -0.657551], [9.378082, 0.560563, -0.721714], [10.443433, 0.672717, -2.133171], [10.925640, -1.448777, -1.011444], [10.113814, -1.825403, -2.540841], [4.633395, -7.072582, 0.387546], [3.785783, -8.482656, -0.294922], [4.557058, -9.775229, -0.079578], [6.052431, -9.835026, -1.045825], [3.609153, -8.291115, -1.357828], [2.815068, -8.541606, 0.206284], [3.946241, -10.628914, -0.389638], [4.826513, -9.913941, 0.971941], [-0.458876, -4.867811, -6.251449], [-0.386965, -6.576083, -5.752296], [-1.770741, -7.183670, -5.585009], [-2.638648, -6.504640, -4.185365], [0.193731, -6.635323, -4.826587], [0.161593, -7.111219, -6.533119], [-1.685453, -8.261002, -5.411532], [-2.389000, -7.030413, -6.474846], [-8.420948, 5.727400, 3.145282], [-7.440810, 6.359147, 1.798901], [-7.397975, 5.399076, 0.620591], [-6.473087, 3.922058, 0.989848], [-6.437812, 6.573831, 2.180424], [-7.897554, 7.304483, 1.491176], [-6.903291, 5.876996, -0.230815], [-8.402882, 5.100747, 0.306425]], "forces_ev_per_angstrom": [[-0.294, 1.234, 1.080], [-4.312, 3.216, -1.627], [4.125, -3.742, 0.313], [0.625, 0.341, 0.802], [1.482, -1.934, 0.051], [-1.355, -1.463, -0.016], [0.879, -1.234, -0.380], [0.091, 0.260, -0.488], [-0.646, -0.807, -0.556], [-2.658, -2.131, -2.306], [-2.850, 0.860, -1.097], [-0.882, 2.702, 0.959], [2.956, 1.091, 1.794], [2.853, -1.343, 0.663], [0.900, -3.889, -0.529], [0.546, -1.560, -0.114], [-4.279, 2.499, -0.111], [7.661, -3.147, 0.992], [2.634, -0.187, 1.516], [-0.074, -0.622, 1.205], [-0.355, 0.020, -0.155], [-0.075, -0.104, -1.128], [0.641, -0.483, -1.056], [5.404, 3.094, 1.201], [2.555, 2.047, 0.879], [-6.622, 0.245, 2.222], [-2.932, -4.434, -2.590], [3.534, 0.186, -1.137], [-2.872, 0.896, -0.758], [0.758, 1.210, 0.266], [-1.089, -0.671, -0.960], [0.466, 0.847, 4.054], [-1.244, -3.052, 4.467], [-0.710, 0.588, -0.083], [2.233, 4.743, -6.774], [3.879, -0.197, 1.987], [-7.156, 2.125, -3.006], [0.398, 1.351, 0.333], [-1.016, 0.260, 1.421], [-1.258, -0.775, -0.722], [-1.507, 0.289, -1.701], [0.827, 2.349, 0.702], [-0.319, -1.976, 1.362], [-0.281, 0.169, -2.201], [-0.097, 2.492, -0.852], [-0.211, 0.315, 2.552], [0.487, 0.056, -2.494], [0.314, -2.394, 0.169], [-2.537, 1.598, -0.649], [2.412, -1.288, 0.726], [0.359, -0.724, -1.319], [0.181, 2.469, -0.730], [2.718, -0.543, -0.307], [2.191, -0.905, 1.153], [-0.276, 2.820, 0.449], [-2.056, 0.371, -0.980], [-0.528, 0.536, 2.468], [1.439, -0.724, -1.671], [0.647, -0.618, 2.524], [-1.101, 1.644, 1.833], [-2.638, -0.012, 0.731], [-1.774, -1.914, -1.075], [1.190, -1.581, -1.783], [1.363, 1.902, 2.363], [-2.016, -0.638, 1.383], [1.061, 2.280, 0.912], [0.734, -0.727, -2.188], [-0.667, -1.631, 1.865], [0.292, -1.572, -2.182], [-2.385, 1.108, -0.834], [-0.052, 0.044, 0.158], [0.269, 0.240, -0.033], [0.275, -0.112, 0.230], [0.031, -0.049, -0.027], [-0.175, 0.013, 0.159], [-0.177, 0.097, -0.038], [-0.111, -0.185, -0.070], [0.019, -0.078, -0.264], [0.021, 0.074, 0.011], [0.330, -0.061, 0.192], [0.185, 0.111, -0.052], [0.056, 0.083, -0.043], [-0.034, -0.182, -0.212], [-0.121, -0.153, 0.018], [-0.177, 0.113, -0.057], [-0.177, 0.114, 0.172], [-0.058, 0.168, -0.001], [0.203, -0.103, 0.275], [0.199, -0.256, -0.070], [-0.033, 0.014, -0.022], [-0.219, -0.157, 0.000], [-0.253, 0.107, 0.115], [-0.045, 0.071, -0.206], [0.102, 0.238, -0.093], [-0.062, -0.006, 0.020], [0.284, -0.040, 0.192], [0.199, 0.135, -0.104], [-0.024, 0.018, -0.041], [-0.073, -0.195, -0.190], [-0.115, -0.164, 0.010], [-0.182, 0.103, -0.057], [-0.131, 0.145, 0.191], [0.554, -0.352, -0.124], [-0.249, -0.295, -0.087], [-0.271, -0.005, 0.145], [0.031, 0.024, 0.013], [0.163, -0.034, 0.223], [0.160, -0.024, 0.002], [0.052, 0.220, 0.003], [-0.014, 0.136, -0.244], [-0.034, 0.017, 0.074], [0.008, -0.267, 0.092], [0.180, -0.308, -0.402], [0.117, -0.837, -0.835], [-0.203, 0.077, -0.138], [-0.186, 0.052, 0.095], [0.059, 0.205, 0.010], [0.147, 0.080, 0.213], [0.042, -0.045, 0.043], [0.114, 0.106, -0.339], [-0.175, 0.204, -0.098], [-0.232, 0.040, 0.006], [-0.196, -0.143, -0.065], [0.059, -0.229, 0.021], [-0.037, -0.021, 0.215], [0.194, 0.055, 0.174]]}

***

(3)
{"formula": "C4H7NO", "method": "ωB97M-V/def2-TZVPD", "gap_ha": 0.3065, "homo_energy_ev": -7.51, "e_tot_ev": -7793.4255, "symbols": ["O", "C", "C", "C", "N", "C", "H", "H", "H", "H", "H", "H", "H"], "xyz": [[1.921596, 0.622872, 0.579670], [1.097860, 0.285226, -0.483969], [0.405270, -1.047269, -0.448513], [-1.242441, -0.695035, 0.684134], [-0.803398, 0.640718, 1.048407], [-0.359980, 0.543134, -0.298053], [1.309099, 0.758318, 1.328897], [1.511985, 0.614307, -1.435594], [0.688126, -1.713712, 0.348647], [0.194523, -1.530372, -1.399728], [-2.182641, -0.699892, 0.107473], [-1.575184, 1.295880, 1.066568], [-0.964818, 0.925826, -1.097934]], "forces_ev_per_angstrom": [[-0.222, 0.009, 0.262], [-0.422, -0.378, -0.219], [-0.105, -0.447, 0.403], [0.689, -0.823, -0.656], [0.098, 0.728, 0.125], [-0.243, 0.543, 0.363], [0.241, -0.001, -0.047], [-0.130, -0.124, 0.126], [0.319, -0.037, -0.175], [-0.152, 0.190, 0.225], [0.166, 0.295, -0.293], [-0.061, 0.111, 0.101], [-0.181, -0.064, -0.216]]}